ORCA calculation (ωB97M-V with the def2-TZVPD basis set) on a 2-piece molecular cluster, C5H16N2O overall in a non-equilibrium geometry.

```
24
Properties=species:S:1:pos:R:3:forces:R:3
O 0.9374 -3.8402 -0.6533 -0.5 0.3 -0.1
N -0.3213 -1.8939 -2.2531 0.3 1.5 0.1
N 0.9923 2.6039 1.4944 -0.4 -0.9 0.6
C -0.3628 1.3729 -0.1416 -0.4 -1.0 0.4
C -0.0439 1.3338 1.3878 1.6 4.0 -0.6
C -1.1365 1.6926 2.3263 -2.0 -0.4 3.3
C 0.1542 0.1128 -0.7926 -0.4 -0.1 -0.9
C -0.6509 -0.6344 -1.5353 -0.9 0.2 0.6
H -1.0300 -2.1476 -2.9414 -0.3 0.0 0.2
H 1.2102 -0.0744 -0.6759 0.2 -0.3 0.0
H 0.0374 2.2387 -0.6801 0.5 0.0 0.4
H -1.6925 -0.3434 -1.5863 0.0 -0.3 -0.3
H 0.5452 3.4621 1.1834 -0.1 0.1 -0.2
H 1.8881 -3.9787 -0.5715 -0.1 -0.2 0.0
H -0.9094 1.3727 3.3626 0.3 -0.8 -0.5
H 1.8390 2.4199 0.9560 0.0 0.2 0.0
H 0.6499 0.6183 1.8274 -0.6 -0.9 -0.7
H 0.4855 -4.6102 -0.2838 0.3 0.0 0.0
H -1.4684 2.6720 2.7322 0.9 0.6 -1.8
H -2.1276 1.2551 2.1602 0.4 -0.4 -0.6
H 0.5044 -1.6491 -2.8033 0.3 -0.8 0.1
H -1.4367 1.5446 -0.2680 0.0 -0.6 0.0
H -0.1559 -2.6757 -1.5923 0.7 -0.3 -0.1
H 1.2542 2.7420 2.4716 0.1 0.0 0.1
```
Positions in Å, forces in eV/Å.

Summary:
total charge	+2
E_LUMO	-6.1	eV
multiplicity	1
relative energy (zero: lowest compared OMol25 entry of this formula, charge and spin)	22.9	kcal per mole
Kohn-Sham gap	0.44436	hartree
HOMO	-0.6678	hartree
E_tot	-384.21925	Eh

=====

ORCA calculation (ωB97M-V with the def2-TZVPD basis set) on a 3-piece molecular cluster, C5H16N2O3 overall in a non-equilibrium geometry.

```
26
Properties=species:S:1:pos:R:3:forces:R:3
O -0.4265 -1.2445 -3.2574 -0.3 -0.2 -0.9
O -0.2150 -0.0241 2.3553 0.3 -0.3 0.0
O -2.5173 -1.1755 0.4636 0.7 -1.4 0.3
N -1.2811 2.2873 0.8980 0.1 -0.1 0.0
N 0.4907 -1.0318 -0.2337 -0.2 0.5 0.1
C -0.6376 1.8455 -0.3402 0.2 0.0 0.3
C 0.8265 1.3866 -0.2514 1.0 1.1 1.0
C 1.1970 0.0691 0.4396 0.0 -1.1 -1.1
C 1.0549 -2.3701 -0.0743 0.4 0.4 -0.3
C 0.9166 0.0140 1.9233 -0.6 0.6 0.3
H -2.9946 -0.5716 -0.0673 -0.8 1.0 -0.8
H 1.7862 -2.5358 -0.8698 -0.1 -0.1 -0.1
H -1.2194 3.2987 0.9980 0.1 -0.5 0.3
H 1.3076 1.4138 -1.2271 -0.3 -0.5 -0.3
H 1.6192 -2.5019 0.8561 -0.4 -0.2 0.2
H 1.7604 0.0528 2.6359 0.1 -0.1 -0.1
H 1.4238 2.1442 0.2804 -0.4 0.3 0.1
H -2.1444 -0.6727 1.1804 0.1 0.5 0.6
H 0.2528 -3.0925 -0.2071 0.1 -0.1 0.3
H -0.6622 2.7314 -0.9792 0.0 -0.4 -0.4
H -0.9341 1.7854 1.7093 -0.3 0.5 -0.1
H -0.4727 -0.9869 0.0936 0.1 -0.4 -0.2
H 2.2761 -0.0863 0.3187 -0.1 0.1 -0.1
H -1.2154 1.0360 -0.7978 -0.1 0.2 -0.1
H 0.1166 -0.5071 -3.5300 0.2 0.2 -0.2
H -0.3080 -1.2640 -2.3168 0.2 0.0 1.2
```
Positions in Å, forces in eV/Å.

Summary:
total charge	0
E_LUMO	0.3	eV
multiplicity	1
relative energy (zero: lowest compared OMol25 entry of this formula, charge and spin)	45.1	kcal per mole
Kohn-Sham gap	0.35291	hartree
HOMO	-0.3405	hartree
SMILES string	CN[C@H](C=O)CCN.O.O
E_tot	-535.30679	Eh

=====

ORCA calculation (ωB97M-V with the def2-TZVPD basis set) on a 3-piece molecular cluster, C5H16N2S overall in a non-equilibrium geometry.

```
24
Properties=species:S:1:pos:R:3:forces:R:3
S -0.1806 0.9692 1.6872 0.6 1.1 -0.7
N 0.6394 -2.1086 1.7116 -0.2 -0.9 -0.5
N -1.4046 -2.1941 -1.4650 -1.0 0.4 -0.2
C 0.6590 2.0311 -1.4989 -0.2 -0.7 -0.2
C 0.1356 2.9643 -0.4129 -0.2 -1.0 0.5
C -1.2073 -2.0325 -0.0199 0.1 0.0 0.9
C 0.2808 -2.3118 0.2977 -0.5 1.4 0.4
C 0.6060 2.5268 0.9917 -0.4 -0.1 0.7
H 1.7612 1.9657 -1.4095 -0.5 0.1 -0.4
H -1.1963 -3.1355 -1.7940 0.0 0.2 0.3
H 0.4701 -3.3286 -0.0281 0.4 -0.3 0.0
H 0.2782 1.0119 -1.2894 0.2 0.4 -0.1
H 0.1583 -2.7776 2.3205 0.0 0.5 -0.3
H 0.3869 -1.1377 1.9279 0.3 -0.4 0.3
H -1.7826 -2.7428 0.6031 -0.1 -0.2 -0.3
H 0.8861 -1.5825 -0.2876 -0.3 -0.6 0.3
H 0.3246 2.2920 -2.5398 0.5 0.0 0.9
H -2.3824 -2.0052 -1.7139 0.6 -0.1 0.1
H 0.3738 3.2994 1.7569 0.1 -0.2 -0.6
H 1.4948 -0.0316 0.8173 0.0 0.5 0.0
H 0.5050 3.9573 -0.5848 0.1 0.8 -0.2
H 1.7039 2.4344 0.9722 -0.3 -0.2 0.1
H -1.5511 -1.0298 0.3831 0.8 -0.8 -1.0
H -0.9590 2.9664 -0.4254 0.0 0.2 0.0
```
Positions in Å, forces in eV/Å.

Summary:
total charge	-1
E_LUMO (alpha / beta)	3.8 / 3.8	eV
multiplicity	2
relative energy (zero: lowest compared OMol25 entry of this formula, charge and spin)	9.9	kcal per mole
expectation value of S²	0.756
Kohn-Sham gap (alpha / beta)	0.20187 / 0.25986	hartree
HOMO (alpha / beta)	-0.0605 / -0.1199	hartree
E_tot	-707.71711	Eh

=====

ORCA calculation (ωB97M-V with the def2-TZVPD basis set) on a 2-piece molecular cluster, C5H16N2S overall in a non-equilibrium geometry.

```
24
Properties=species:S:1:pos:R:3:forces:R:3
S -1.6236 0.3892 -0.5967 -0.6 1.0 -0.1
N 2.6868 0.1970 -1.2272 -0.1 0.0 -0.6
N -0.1163 -2.2052 -0.9724 -0.5 -0.8 -0.5
C 1.0705 -1.6063 -1.5699 0.6 0.4 -0.2
C 1.8683 -0.7993 -0.5435 -0.3 0.3 0.6
C -0.4210 1.7223 1.7455 0.6 0.2 -0.7
C -0.2263 0.5740 2.7112 -0.9 0.3 1.0
C -1.7588 1.7185 1.0423 0.3 -2.9 -1.3
H 0.7794 -0.8693 -2.3272 -0.2 -0.3 0.0
H -2.0202 2.5586 0.4131 0.1 0.2 0.2
H -1.1236 -1.0136 -0.6971 -0.1 1.8 2.1
H -0.3575 -0.4170 2.2714 0.2 0.2 -0.2
H 0.7211 0.6573 3.2567 -0.1 -0.2 -0.3
H 0.0553 -3.1446 -0.6180 0.0 0.3 0.2
H 2.0210 0.8798 -1.5774 0.3 0.2 -0.2
H 0.3182 1.5997 0.9381 0.0 0.6 0.3
H -1.0265 0.6939 3.4637 0.3 -0.3 0.0
H -0.2339 2.6772 2.2764 -0.2 -0.3 -0.3
H 1.1159 -0.2833 0.0773 0.2 -0.5 0.2
H 2.4857 -1.4445 0.0890 0.0 0.1 -0.1
H 1.6897 -2.3652 -2.0536 0.1 0.2 -0.1
H -2.6035 1.3092 1.6078 0.2 0.4 0.0
H 3.3462 0.6994 -0.6438 -0.2 -0.3 0.2
H -0.8484 -2.3197 -1.6671 0.3 -0.4 -0.3
```
Positions in Å, forces in eV/Å.

Summary:
total charge	0
E_LUMO	0.7	eV
multiplicity	1
relative energy (zero: lowest compared OMol25 entry of this formula, charge and spin)	41.1	kcal per mole
Kohn-Sham gap	0.32438	hartree
HOMO	-0.2978	hartree
SMILES string	CCCS.NCCN
E_tot	-707.71894	Eh

=====

ORCA calculation (ωB97M-V with the def2-TZVPD basis set) on a 2-piece molecular cluster, C5H16N3 overall in a non-equilibrium geometry.

```
24
Properties=species:S:1:pos:R:3:forces:R:3
N 0.4714 -0.7049 -2.7153 -7.7 -9.9 2.3
N -0.1613 -0.4874 -0.3915 1.1 -1.1 -3.6
N -1.7809 -1.0847 -2.0704 -0.6 -2.1 -0.5
C 0.3520 3.3092 1.3563 -1.9 1.4 2.7
C -0.5096 -0.8686 -1.6897 1.7 3.2 -0.4
C -0.5727 -1.2292 0.7753 1.1 3.0 4.0
C 1.3351 2.2550 1.5214 1.0 -3.6 2.1
C -0.0982 -2.6472 0.7807 1.4 -1.1 0.4
H -0.1528 3.7394 2.2965 1.9 -0.1 -0.6
H 0.0714 -0.5997 1.5657 -1.7 -1.5 -1.2
H -1.6200 -1.0339 1.1068 0.7 -0.3 -0.7
H 1.6561 1.8796 0.5266 -0.1 0.0 0.5
H 0.7306 -2.9251 1.4960 -1.0 0.9 -0.3
H -2.0978 -1.2247 -3.0612 1.3 0.6 1.1
H 0.8152 4.0293 0.7681 0.0 1.9 -1.0
H 0.1333 -1.2242 -3.5586 0.7 0.8 1.0
H -2.3962 -1.6944 -1.5220 0.4 0.7 0.5
H 0.8785 -0.3330 -0.3383 -1.5 -0.1 -0.3
H -0.9168 -3.3221 1.0535 0.3 -0.2 -0.9
H 0.7940 1.3785 2.1213 1.6 1.4 -1.2
H -0.6019 3.0078 1.0207 -0.7 -0.9 -1.8
H 0.4567 -2.7488 -0.1712 -0.9 -1.0 0.1
H 0.9064 0.0156 -2.9551 4.8 8.2 -1.6
H 2.3076 2.5134 2.0843 -1.7 -0.2 -0.8
```
Positions in Å, forces in eV/Å.

Summary:
total charge	+1
E_LUMO	-4.0	eV
multiplicity	1
relative energy (zero: lowest compared OMol25 entry of this formula, charge and spin)	77.0	kcal per mole
Kohn-Sham gap	0.36165	hartree
HOMO	-0.5069	hartree
E_tot	-364.05269	Eh

=====

ORCA calculation (ωB97M-V with the def2-TZVPD basis set) on a 2-piece molecular cluster, C5H16N3 overall in a non-equilibrium geometry.

```
24
Properties=species:S:1:pos:R:3:forces:R:3
N 1.4531 -0.3836 0.9639 1.0 0.7 -1.0
N -0.0316 -0.0673 -0.6977 2.3 0.5 -3.3
N 2.3143 0.3254 -1.1560 -0.3 -0.8 0.7
C -0.3999 0.3195 -2.1247 -5.4 -1.4 1.0
C -1.1427 -0.9420 -2.9615 1.4 1.5 0.2
C -1.5644 0.0029 3.6196 -0.3 -1.9 -4.6
C 1.2567 -0.0098 -0.3304 -1.2 -1.1 0.7
C -1.5214 0.8132 2.2797 -1.1 -0.3 -0.1
H 3.1937 0.2402 -0.6360 -0.4 0.1 -0.5
H -0.9629 1.6964 2.2216 2.0 1.0 0.6
H -0.7827 -0.2291 -0.0259 0.6 0.1 -0.5
H -1.2784 1.0213 -1.8862 1.6 -0.4 -1.0
H 0.3599 0.7448 -2.7403 0.6 0.4 0.3
H -1.3449 -1.7370 -2.2385 -1.0 0.4 -0.1
H -1.1641 0.1744 1.4498 -0.5 0.2 0.7
H -0.5859 -0.5456 3.5965 -1.3 -0.6 0.1
H 2.4104 -0.0707 -2.1200 -0.6 0.7 1.3
H -2.5504 -0.5726 3.5935 1.9 0.2 0.4
H -1.4506 0.4888 4.4859 -0.2 2.6 3.0
H -1.9253 -0.6721 -3.7960 1.4 -0.3 2.3
H 0.6416 -0.6816 1.4695 0.0 0.2 0.4
H 2.2390 -0.0328 1.4925 0.0 -0.2 0.0
H -0.3014 -1.3854 -3.4587 0.4 -0.3 -0.8
H -2.4186 1.3368 1.9253 -0.7 -1.1 0.3
```
Positions in Å, forces in eV/Å.

Summary:
total charge	+1
E_LUMO	-3.1	eV
multiplicity	1
relative energy (zero: lowest compared OMol25 entry of this formula, charge and spin)	56.4	kcal per mole
Kohn-Sham gap	0.41240	hartree
HOMO	-0.5273	hartree
E_tot	-364.08545	Eh